1.
Formula: C8H19NO
Source: the Open Molecules 2025 dataset
Level of theory: ωB97M-V with the def2-TZVPD basis set

```
29
Properties=species:S:1:pos:R:3:forces:R:3:nbo_charge:R:1
C 0.14737 0.67854 -0.35563 -0.94 0.54 1.26 0.49
C 0.16136 -0.44687 0.47614 1.71 -0.95 -1.59 0.21
C 1.59467 -1.34754 -1.05165 -0.21 -0.36 0.57 -0.48
C -1.32807 1.27641 1.42203 -0.21 0.69 -0.19 -0.51
C -0.64687 0.86197 -1.60049 -0.15 0.06 0.13 -0.69
C -0.85201 -1.55282 0.48115 0.03 0.19 -0.02 -0.66
C 2.80638 -0.56513 -1.47917 0.05 0.17 0.02 -0.65
C -2.76969 1.13994 1.01028 -0.16 0.03 0.02 -0.65
N 1.10432 -0.34985 1.56729 -0.11 -0.06 -0.15 -0.90
O 1.11757 1.58726 -0.20925 -0.06 -0.23 0.12 -0.69
H 1.60397 1.29907 0.59758 -0.08 0.05 -0.19 0.51
H 1.68566 -1.18088 1.60170 -0.06 0.09 -0.01 0.38
H 0.61920 -0.25955 2.45355 -0.04 0.03 -0.02 0.38
H 0.94153 -1.64685 -1.87030 -0.10 0.06 0.04 0.17
H 1.83521 -2.21523 -0.43635 0.01 -0.05 -0.01 0.16
H -0.93652 2.28933 1.33956 -0.02 0.03 -0.11 0.18
H -1.14605 0.92467 2.43866 0.13 -0.27 -0.09 0.16
H -0.97202 1.90162 -1.66665 0.02 -0.03 0.01 0.24
H -1.51977 0.21857 -1.65251 0.01 -0.03 0.12 0.23
H -0.02615 0.65499 -2.47400 0.15 -0.01 0.07 0.24
H -1.52565 -1.50324 -0.37224 0.03 0.01 0.01 0.23
H -1.45225 -1.50948 1.39185 -0.02 0.05 0.04 0.22
H -0.34894 -2.52169 0.45978 0.01 0.06 0.00 0.22
H 3.50550 -1.16477 -2.08195 -0.12 0.01 0.07 0.21
H 3.37325 -0.19718 -0.61799 -0.02 -0.01 -0.04 0.20
H 2.53676 0.30697 -2.08057 0.03 -0.03 0.04 0.21
H -2.93686 1.48287 -0.01439 0.01 -0.04 0.01 0.20
H -3.44784 1.73238 1.64319 0.08 -0.03 -0.04 0.20
H -3.12406 0.10650 1.08039 0.04 0.05 -0.07 0.19
```
Positions in Å, forces in eV/Å.

Properties
E_tot: -12137.1125 eV
Relative energy (zero: lowest compared OMol25 entry of this formula, charge and spin): 126.8 kcal per mole
Orbital gap (alpha / beta): 7.02 / 7.23 eV
Molar mass: 145.25 g mol⁻¹

***

2.
Formula: C8H19NO
Source: the Open Molecules 2025 dataset
Level of theory: ωB97M-V with the def2-TZVPD basis set

```
29
Properties=species:S:1:pos:R:3:forces:R:3:nbo_charge:R:1
C 0.91725 -2.29495 -1.26762 2.60 -0.34 -0.74 0.01
C 0.23515 -2.04663 -2.57526 -0.32 0.40 0.31 -0.66
C 2.17463 -1.83017 -0.98716 -1.00 -1.58 -1.23 -0.62
O -0.63474 -1.07627 -0.09884 0.01 2.38 1.05 -0.88
H -0.73735 -1.61546 0.69483 0.05 0.16 0.12 0.45
H 0.55597 -3.16122 -0.72721 -0.20 0.25 0.34 0.19
H -0.83237 -1.90275 -2.42180 -0.06 -0.02 -0.07 0.23
H 2.69397 -1.23609 -1.73033 -0.08 0.32 0.10 0.20
H 0.63151 -1.16150 -3.07260 0.06 -0.01 -0.02 0.20
H 0.37812 -2.90504 -3.23512 0.04 -0.03 0.06 0.22
H 2.80814 -2.38024 -0.30294 -0.10 0.25 0.40 0.21
H 1.86873 -0.46218 0.21927 -1.18 1.62 1.61 0.42
C -0.88050 0.99910 1.53976 -0.05 -0.11 -0.14 -0.27
C 0.10345 1.22733 -0.83826 -0.16 -0.24 0.14 -0.67
C -0.39115 2.32593 2.13548 0.05 -0.20 -0.09 -0.60
C -2.31250 1.12868 1.01881 0.14 -0.09 0.09 -0.61
C 0.08697 0.48038 0.47416 -1.28 -1.60 -0.96 0.53
N 1.34411 0.19588 0.92887 1.55 -1.44 -0.74 -0.86
H -0.87294 0.24958 2.34111 0.00 -0.01 -0.02 0.20
H 1.35010 -0.24108 1.84576 0.00 0.06 -0.09 0.36
H -0.88073 1.19992 -1.29319 -0.05 0.07 -0.09 0.23
H 0.41304 2.25918 -0.66587 -0.04 -0.01 0.02 0.22
H 0.81806 0.76802 -1.51556 0.05 -0.06 -0.03 0.22
H -1.03128 2.61696 2.96827 -0.01 0.00 0.01 0.21
H -2.99442 1.30543 1.85127 -0.01 0.02 0.00 0.21
H -0.43228 3.12217 1.39257 0.00 0.04 -0.04 0.20
H 0.63539 2.24217 2.48943 0.00 0.05 0.04 0.22
H -2.61105 0.22046 0.49753 -0.02 0.05 0.01 0.24
H -2.40328 1.97240 0.33464 0.00 0.04 -0.04 0.20
```
Positions in Å, forces in eV/Å.

Properties
E_tot: -12139.8538 eV
Relative energy (zero: lowest compared OMol25 entry of this formula, charge and spin): 63.6 kcal per mole
Orbital gap: 9.20 eV
Molar mass: 145.25 g mol⁻¹